1.
Below is 3 unconnected molecules or ions with the total composition C28H59BClO14PS, with properties calculated with ωB97M-V/def2-TZVPD.

Last columns: bonded neighbours and bond lengths (Å).
Atoms and positions in Å:
1 C 0.39 -5.16 -0.86  C2 1.541, H39 1.093, H40 1.088, H41 1.089
2 C 1.01 -4.27 -1.96  C1 1.541, C3 1.527, H42 1.091, H43 1.089
3 C 0.10 -3.17 -2.49  C2 1.527, O4 1.430, H44 1.095, H45 1.096
4 O 0.65 -1.88 -2.20  C3 1.430, C5 1.405
5 C -0.22 -0.83 -2.54  O4 1.405, C6 1.568, H46 1.092, H47 1.089
6 C -0.88 -0.09 -1.33  C5 1.568, P7 1.876, O11 1.455, C27 1.540
7 P -0.16 1.64 -1.24  C6 1.876, O8 1.456, O9 1.601, O10 1.612
8 O -0.25 2.36 0.02  P7 1.456
9 O -0.90 2.29 -2.51  P7 1.601, H48 0.967
10 O 1.38 1.51 -1.71  P7 1.612, H49 0.963
11 O -2.25 -0.01 -1.79  C6 1.455, S12 1.595
12 S -3.46 0.41 -0.84  O11 1.595, O13 1.421, O14 1.427, C15 1.782
13 O -3.24 1.72 -0.33  S12 1.421
14 O -4.62 0.15 -1.63  S12 1.427
15 C -3.31 -0.82 0.44  S12 1.782, C16 1.545, B22 1.601, C25 1.558
16 C -3.51 -2.24 -0.14  C15 1.545, C17 1.518, H50 1.093, H51 1.090
17 C -4.91 -2.57 -0.61  C16 1.518, O18 1.443, H52 1.087, H53 1.093
18 O -4.97 -4.01 -0.70  C17 1.443, C19 1.377
19 C -6.04 -4.48 -1.42  O18 1.377, C20 1.508, O21 1.195
20 C -5.84 -4.50 -2.91  C19 1.508, H54 1.091, H55 1.087, H56 1.088
21 O -7.04 -4.85 -0.87  C19 1.195
22 B -4.33 -0.56 1.65  C15 1.601, O23 1.361, O24 1.363
23 O -4.16 -1.36 2.74  B22 1.361, H57 0.969
24 O -5.34 0.34 1.51  B22 1.363, H58 0.963
25 C -1.87 -0.73 1.03  C15 1.558, Cl26 1.788, C27 1.547, H59 1.090
26 Cl -1.75 0.67 2.13  C25 1.788
27 C -0.73 -0.87 -0.01  C6 1.540, C25 1.547, C28 1.543, H60 1.093
28 C 0.66 -0.69 0.64  C27 1.543, C29 1.536, H61 1.087, H62 1.088
29 C 1.42 -1.99 0.93  C28 1.536, C30 1.526, H63 1.095, H64 1.090
30 C 2.93 -1.77 0.96  C29 1.526, C31 1.527, H65 1.094, H66 1.096
31 C 3.55 -1.40 -0.38  C30 1.527, C32 1.541, H67 1.093, H68 1.092
32 C 5.05 -1.07 -0.28  C31 1.541, C33 1.533, H69 1.094, H70 1.092
33 C 5.35 0.42 -0.51  C32 1.533, C34 1.539, H71 1.095, H72 1.094
34 C 5.18 1.29 0.74  C33 1.539, C35 1.534, H73 1.092, H74 1.095
35 C 6.08 2.53 0.76  C34 1.534, C36 1.523, H75 1.092, H76 1.094
36 C 5.40 3.78 0.21  C35 1.523, O37 1.415, H77 1.091, H78 1.099
37 O 4.68 4.41 1.25  C36 1.415, C38 1.409
38 C 3.46 4.97 0.83  O37 1.409, H79 1.088, H80 1.097, H81 1.095
39 H -0.68 -4.99 -0.77  C1 1.093
40 H 0.53 -6.22 -1.08  C1 1.088
41 H 0.82 -4.96 0.12  C1 1.089
42 H 1.26 -4.92 -2.80  C2 1.091
43 H 1.95 -3.84 -1.63  C2 1.089
44 H 0.00 -3.25 -3.58  C3 1.095
45 H -0.90 -3.25 -2.04  C3 1.096
46 H -1.05 -1.22 -3.13  C5 1.092
47 H 0.32 -0.14 -3.18  C5 1.089
48 H -0.76 3.24 -2.55  O9 0.967
49 H 1.49 1.55 -2.67  O10 0.963
50 H -3.26 -2.94 0.67  C16 1.093
51 H -2.80 -2.43 -0.94  C16 1.090
52 H -5.11 -2.14 -1.58  C17 1.087
53 H -5.67 -2.24 0.11  C17 1.093
54 H -5.94 -3.49 -3.31  C20 1.091
55 H -6.61 -5.12 -3.36  C20 1.087
56 H -4.85 -4.88 -3.16  C20 1.088
57 H -4.75 -1.12 3.47  O23 0.969
58 H -6.06 0.21 2.13  O24 0.963
59 H -1.78 -1.61 1.67  C25 1.090
60 H -0.79 -1.92 -0.28  C27 1.093
61 H 1.30 -0.07 0.01  C28 1.087
62 H 0.55 -0.16 1.58  C28 1.088
63 H 1.11 -2.34 1.92  C29 1.095
64 H 1.15 -2.78 0.22  C29 1.090
65 H 3.44 -2.66 1.33  C30 1.094
66 H 3.14 -0.98 1.69  C30 1.096
67 H 3.38 -2.21 -1.09  C31 1.093
68 H 3.04 -0.53 -0.82  C31 1.092
69 H 5.42 -1.34 0.71  C32 1.094
70 H 5.62 -1.65 -1.00  C32 1.092
71 H 4.69 0.79 -1.31  C33 1.095
72 H 6.37 0.53 -0.89  C33 1.094
73 H 5.36 0.68 1.63  C34 1.092
74 H 4.14 1.64 0.79  C34 1.095
75 H 6.38 2.74 1.79  C35 1.092
76 H 7.00 2.34 0.20  C35 1.094
77 H 6.14 4.47 -0.20  C36 1.091
78 H 4.73 3.48 -0.60  C36 1.099
79 H 2.97 5.38 1.71  C38 1.088
80 H 2.80 4.22 0.39  C38 1.097
81 H 3.62 5.77 0.10  C38 1.095
82 C -8.22 -2.96 3.63  C83 1.519, H86 1.094, H87 1.090, H88 1.090
83 C -6.99 -3.03 4.50  C82 1.519, C84 1.519, O85 1.434, H89 1.091
84 C -7.25 -3.77 5.80  C83 1.519, H90 1.094, H91 1.090, H92 1.090
85 O -6.49 -1.71 4.78  C83 1.434, H93 0.964
86 H -9.02 -2.42 4.15  C82 1.094
87 H -8.01 -2.43 2.70  C82 1.090
88 H -8.59 -3.95 3.38  C82 1.090
89 H -6.18 -3.53 3.96  C83 1.091
90 H -8.02 -3.25 6.38  C84 1.094
91 H -6.35 -3.81 6.41  C84 1.090
92 H -7.59 -4.79 5.61  C84 1.090
93 H -7.16 -1.23 5.27  O85 0.964
94 C 5.11 8.68 -2.14  C95 1.520, H98 1.094, H99 1.090, H100 1.091
95 C 6.18 7.86 -1.43  C94 1.520, C96 1.520, O97 1.428, H101 1.091
96 C 7.53 7.99 -2.11  C95 1.520, H102 1.094, H103 1.090, H104 1.091
97 O 5.79 6.49 -1.34  C95 1.428, H105 0.964
98 H 4.98 8.32 -3.16  C94 1.094
99 H 4.15 8.58 -1.63  C94 1.090
100 H 5.37 9.73 -2.18  C94 1.091
101 H 6.26 8.20 -0.39  C95 1.091
102 H 7.47 7.62 -3.14  C96 1.094
103 H 8.28 7.41 -1.58  C96 1.090
104 H 7.86 9.03 -2.15  C96 1.091
105 H 5.70 6.15 -2.23  O97 0.964

As for the total energy: -91985.095 eV. The spin multiplicity is 1. For the gap between HOMO and LUMO, the calculation gives 9.28 eV. The value obtained for the largest force on an atom is 0.7 eV/A.

2.
Below is 5 unconnected molecules or ions with the total composition C28H59BO10S in a non-equilibrium geometry, with properties calculated with ωB97M-V/def2-TZVPD.

Last columns: bonded neighbours and bond lengths (Å).
Atoms and positions in Å:
1 C -1.02 0.01 -2.78  O2 1.471, H21 1.172, H22 1.194, H23 1.194
2 O -0.10 0.33 -3.89  C1 1.471, B3 1.501
3 B 1.08 1.11 -3.39  O2 1.501, O4 1.476, O5 1.476
4 O 2.31 0.33 -3.15  B3 1.476, H24 1.002
5 O 0.92 2.57 -3.25  B3 1.476, S6 1.721
6 S 0.98 3.05 -1.60  O5 1.721, O7 1.579, O8 1.706
7 O -0.52 2.88 -1.12  S6 1.579
8 O 2.02 2.07 -0.68  S6 1.706, C9 1.471
9 C 1.87 2.29 0.77  O8 1.471, O10 1.500, H25 1.193, H26 1.170
10 O 2.30 1.11 1.60  C9 1.500, C11 1.471
11 C 1.39 -0.03 1.40  O10 1.471, C12 1.659, C17 1.671
12 C 1.64 -1.03 0.10  C11 1.659, C13 1.654, H27 1.172
13 C 0.69 -2.33 -0.27  C12 1.654, C14 1.640, C15 1.642
14 C 1.10 -3.20 -1.59  C13 1.640, H28 1.171, H29 1.191, H30 1.189
15 C -0.59 -2.61 0.73  C13 1.642, C16 1.642, H31 1.171
16 C -0.82 -1.65 2.05  C15 1.642, C17 1.671, H32 1.176
17 C 0.13 -0.34 2.45  C11 1.671, C16 1.671, C18 1.639
18 C -0.19 0.54 3.79  C17 1.639, C19 1.639, C20 1.670, H33 1.186
19 C -0.60 2.11 3.52  C18 1.639, H34 1.194, H35 1.192, H36 1.177
20 C 1.14 0.56 4.80  C18 1.670, H37 1.190, H38 1.192, H39 1.183
21 H -0.50 0.04 -1.74  C1 1.172
22 H -1.54 -1.06 -2.89  C1 1.194
23 H -1.92 0.79 -2.87  C1 1.194
24 H 3.05 0.88 -2.76  O4 1.002
25 H 2.62 3.16 1.09  C9 1.193
26 H 0.80 2.61 1.11  C9 1.170
27 H 2.57 -0.78 -0.57  C12 1.172
28 H 0.33 -4.03 -1.90  C14 1.171
29 H 2.15 -3.71 -1.41  C14 1.191
30 H 1.25 -2.46 -2.51  C14 1.189
31 H -1.31 -3.50 0.49  C15 1.171
32 H -1.73 -1.92 2.74  C16 1.176
33 H -1.07 0.02 4.39  C18 1.186
34 H -1.17 2.48 4.49  C19 1.194
35 H 0.37 2.80 3.44  C19 1.192
36 H -1.35 2.28 2.63  C19 1.177
37 H 1.24 1.62 5.33  C20 1.190
38 H 2.13 0.36 4.17  C20 1.192
39 H 1.03 -0.31 5.60  C20 1.183
40 C 3.07 6.59 4.81  C41 1.519, H45 1.094, H46 1.094, H47 1.094
41 C 1.91 5.70 4.41  C40 1.519, O42 1.425, H48 1.095, H49 1.095
42 O 1.11 5.29 5.52  C41 1.425, C43 1.425
43 C 0.47 6.32 6.26  O42 1.425, C44 1.519, H50 1.094, H51 1.096
44 C -0.53 7.12 5.44  C43 1.519, H52 1.094, H53 1.094, H54 1.095
45 H 3.66 6.13 5.61  C40 1.094
46 H 3.73 6.77 3.95  C40 1.094
47 H 2.73 7.56 5.17  C40 1.094
48 H 2.30 4.79 3.96  C41 1.095
49 H 1.28 6.18 3.65  C41 1.095
50 H 1.21 6.98 6.73  C43 1.094
51 H -0.07 5.83 7.08  C43 1.096
52 H -0.03 7.72 4.67  C44 1.094
53 H -1.10 7.80 6.08  C44 1.094
54 H -1.23 6.45 4.92  C44 1.095
55 C -5.96 -3.06 0.41  C56 1.519, H60 1.094, H61 1.094, H62 1.094
56 C -4.73 -3.13 -0.48  C55 1.519, O57 1.425, H63 1.095, H64 1.095
57 O -3.96 -4.31 -0.27  C56 1.425, C58 1.425
58 C -4.59 -5.55 -0.55  O57 1.425, C59 1.519, H65 1.094, H66 1.096
59 C -5.02 -5.70 -2.00  C58 1.519, H67 1.094, H68 1.094, H69 1.095
60 H -5.70 -3.22 1.46  C55 1.094
61 H -6.45 -2.09 0.31  C55 1.094
62 H -6.70 -3.83 0.13  C55 1.094
63 H -4.08 -2.29 -0.24  C56 1.095
64 H -5.00 -3.03 -1.54  C56 1.095
65 H -5.44 -5.70 0.12  C58 1.094
66 H -3.87 -6.33 -0.32  C58 1.096
67 H -5.82 -5.01 -2.25  C59 1.094
68 H -5.37 -6.72 -2.20  C59 1.094
69 H -4.18 -5.48 -2.67  C59 1.095
70 C -4.44 -1.26 -8.03  C71 1.519, H75 1.094, H76 1.094, H77 1.094
71 C -4.69 0.17 -7.61  C70 1.519, O72 1.425, H78 1.095, H79 1.095
72 O -4.27 0.45 -6.28  C71 1.425, C73 1.425
73 C -2.88 0.30 -6.00  O72 1.425, C74 1.519, H80 1.094, H81 1.096
74 C -2.00 1.23 -6.82  C73 1.519, H82 1.094, H83 1.094, H84 1.095
75 H -4.85 -1.96 -7.29  C70 1.094
76 H -4.90 -1.46 -9.00  C70 1.094
77 H -3.37 -1.48 -8.12  C70 1.094
78 H -5.76 0.37 -7.64  C71 1.095
79 H -4.22 0.88 -8.31  C71 1.095
80 H -2.58 -0.75 -6.13  C73 1.094
81 H -2.74 0.53 -4.94  C73 1.096
82 H -2.01 0.97 -7.88  C74 1.094
83 H -0.96 1.17 -6.47  C74 1.094
84 H -2.34 2.26 -6.73  C74 1.095
85 C 6.54 -0.88 1.34  C86 1.519, H90 1.094, H91 1.094, H92 1.094
86 C 5.24 -1.63 1.62  C85 1.519, O87 1.425, H93 1.095, H94 1.095
87 O 4.97 -2.65 0.67  C86 1.425, C88 1.425
88 C 5.92 -3.71 0.59  O87 1.425, C89 1.519, H95 1.094, H96 1.096
89 C 6.05 -4.50 1.88  C88 1.519, H97 1.094, H98 1.094, H99 1.095
90 H 6.57 -0.52 0.31  C85 1.094
91 H 6.63 -0.02 2.02  C85 1.094
92 H 7.41 -1.52 1.50  C85 1.094
93 H 4.41 -0.92 1.56  C86 1.095
94 H 5.23 -2.04 2.64  C86 1.095
95 H 6.89 -3.33 0.26  C88 1.094
96 H 5.56 -4.39 -0.20  C88 1.096
97 H 6.50 -3.90 2.67  C89 1.094
98 H 6.68 -5.38 1.73  C89 1.094
99 H 5.06 -4.82 2.24  C89 1.095

As for the total energy: -61967.624 eV. The spin multiplicity is 1. For the gap between HOMO and LUMO, the calculation gives 8.05 eV. The value obtained for the largest force on an atom is 6.0 eV/A. As for the relative energy (zero: lowest compared OMol25 entry of this formula, charge and spin): 12.8235 eV.